{"formula": "C14H23N2PTc", "method": "the ωB97M-V functional and the def2-TZVPD basis", "elements": ["C", "C", "C", "C", "C", "C", "C", "C", "N", "Tc", "C", "P", "H", "H", "H", "H", "H", "H", "H", "H", "C", "C", "H", "C", "C", "H", "H", "H", "H", "H", "H", "H", "H", "H", "H", "H", "H", "H", "H", "N", "C"], "positions_angstrom": [[0.5504, 3.2139, -1.5003], [-0.7068, 2.7972, -1.0659], [-0.8327, 1.6765, -0.2402], [0.3189, 1.0349, 0.2390], [1.5848, 1.4345, -0.2255], [1.7009, 2.5351, -1.0810], [-2.1827, 1.1862, 0.1718], [-2.2546, -0.3271, 0.3211], [-1.9916, -1.0143, -0.9687], [0.1101, -0.3814, 1.7241], [2.7911, 0.6492, 0.1935], [2.1852, -0.8281, 1.1423], [-1.6148, 3.3242, -1.3700], [2.6892, 2.8509, -1.4061], [0.6329, 4.0728, -2.1636], [3.4869, 1.2091, 0.8391], [3.3641, 0.2856, -0.6738], [-2.4703, 1.6165, 1.1449], [-2.9331, 1.5171, -0.5544], [-1.5596, -0.8253, 1.0605], [3.5453, -1.2992, 2.2140], [2.1883, -2.0658, -0.1929], [-3.2596, -0.6515, 0.6286], [-2.7848, -0.4328, -2.1025], [-2.2553, -2.4792, -0.8520], [1.0216, -0.1423, 3.1058], [-2.7323, -1.1336, -2.9417], [-3.8251, -0.3164, -1.7758], [-2.3412, 0.5254, -2.3829], [-2.3377, -2.8849, -1.8629], [-1.4461, -2.9617, -0.2978], [-3.2066, -2.6089, -0.3182], [3.1927, -2.1259, -0.6262], [1.9058, -3.0298, 0.2397], [1.4687, -1.7886, -0.9722], [4.5122, -1.1443, 1.7203], [3.4961, -0.6934, 3.1257], [3.4236, -2.3562, 2.4775], [-1.0500, -0.9002, -1.3837], [-1.5226, 1.5957, 3.6278], [-0.8616, 0.8659, 2.9827]], "forces_ev_per_angstrom": [[0.315, 0.003, 0.240], [-0.081, -0.495, 0.022], [-0.012, 0.397, 0.003], [0.779, -0.523, 0.012], [0.156, 0.505, -0.210], [-0.480, -0.191, 0.077], [-0.337, 0.221, 0.764], [-0.045, 0.334, -0.523], [0.175, -0.589, -1.628], [-1.911, 1.748, 1.956], [0.064, -0.095, 0.657], [4.009, -0.326, -2.403], [0.328, -0.129, -0.022], [-0.200, -0.025, -0.045], [0.017, -0.167, 0.174], [-0.283, 0.010, -0.223], [-0.114, 0.093, 0.290], [0.039, -0.061, -0.269], [0.011, -0.131, 0.304], [-1.299, -0.007, -0.465], [-0.153, -0.161, 0.523], [-0.136, -0.376, 0.137], [0.349, 0.096, 0.086], [-0.793, 0.073, -0.182], [-0.313, -0.302, 0.046], [-0.082, 0.095, -0.983], [-0.011, 0.251, 0.185], [0.222, 0.010, -0.221], [-0.189, -0.181, 0.038], [0.120, -0.131, 0.315], [-0.117, 0.079, -0.084], [0.293, -0.064, -0.252], [-0.156, -0.110, 0.053], [0.103, -0.057, -0.261], [0.198, -0.033, 0.108], [-0.265, -0.073, 0.003], [0.155, -0.154, -0.112], [0.168, 0.183, 0.078], [0.003, 0.125, 1.224], [1.276, -1.328, -1.237], [-1.805, 1.489, 1.827]], "mulliken_charge": [-0.74, -0.81, 1.07, 0.69, 0.84, -0.84, -1.60, -0.61, 0.05, -1.38, -1.09, 1.04, 0.50, 0.54, 0.42, 0.49, 0.51, 0.47, 0.63, 0.56, -1.17, -1.29, 0.36, -0.90, -0.70, 0.30, 0.37, 0.40, 0.40, 0.35, 0.30, 0.37, 0.43, 0.40, 0.31, 0.39, 0.44, 0.43, 0.36, -0.41, 0.11], "s2": 3.7973, "lumo_energy_ev": [-8.35, -9.17], "e_homo_ev": [-15.4, -15.9], "charge": 2, "spin_multiplicity": 4, "fmax_ev_per_a": 4.7, "gap_ev": [7.0984, 6.7333], "relative_energy_kcal_mol": 0.00, "total_energy_ev": -29338.783}